1.
{"formula": "C27H28F3N5O5", "method": "ωB97M-V/def2-TZVPD", "symbols": ["H", "N", "H", "O", "N", "C", "C", "C", "H", "H", "H", "H", "C", "O", "O", "N", "C", "H", "C", "H", "C", "C", "F", "C", "C", "H", "C", "C", "O", "C", "H", "H", "H", "H", "H", "H", "C", "N", "C", "C", "C", "C", "C", "H", "O", "H", "H", "C", "F", "F", "H", "C", "H", "H", "C", "N", "C", "C", "H", "H", "C", "H", "H", "H", "C", "C", "H", "H"], "coordinates": [[-0.152, 7.622, -3.591], [-1.411, 2.758, -1.288], [3.510, -3.155, 4.498], [6.001, -2.231, -1.949], [-2.483, 5.479, -4.693], [-2.469, 0.084, 1.030], [3.107, -3.537, 1.172], [3.549, -2.699, 3.507], [-3.421, -3.654, 1.790], [0.161, -2.930, 1.501], [-1.540, 7.135, -5.561], [-2.331, 0.618, 1.965], [-1.899, 4.051, -1.262], [-2.144, 4.583, -0.190], [2.782, -4.494, 0.479], [4.166, -2.297, -0.707], [3.368, -2.163, 0.519], [-3.525, -1.513, 1.986], [-2.625, 4.664, -3.616], [6.223, -2.287, 1.129], [2.050, -1.450, 0.175], [-1.826, 4.886, -2.463], [-3.149, 2.333, -3.411], [1.240, -1.059, 1.394], [-3.689, 3.552, -3.682], [-0.108, 1.684, -0.052], [5.468, -2.065, -0.864], [-3.998, -3.183, -0.135], [-4.510, -5.301, 1.013], [-2.835, -1.325, -1.344], [2.980, -4.631, 2.815], [7.338, -1.505, -0.010], [2.274, -0.546, -0.394], [-1.764, 0.266, -2.293], [0.901, 1.507, 3.628], [2.153, 0.893, 1.573], [0.741, 0.544, 3.164], [-3.970, -3.980, 0.998], [-3.142, -1.141, 1.041], [-0.833, 6.778, -3.571], [-3.326, -1.871, -0.146], [1.446, 0.196, 1.998], [-1.957, 0.619, -0.160], [-4.939, -5.486, 0.150], [-4.548, -3.643, -1.131], [-1.066, -2.323, 3.576], [2.843, -1.867, 3.484], [-2.149, -0.104, -1.349], [-4.244, 3.448, -4.923], [-4.686, 3.812, -2.794], [-0.694, -0.105, 4.641], [0.320, -1.963, 1.959], [5.946, -0.595, 0.615], [-1.435, 2.456, 0.804], [-1.176, 1.916, -0.114], [3.193, -3.697, 2.497], [-0.163, -0.368, 3.737], [-1.621, 6.503, -4.682], [3.705, -2.695, -1.512], [3.899, -1.533, 1.228], [6.299, -1.577, 0.308], [-2.973, -1.867, -2.276], [1.448, -2.099, -0.464], [-1.223, 2.361, -2.204], [-0.374, -1.620, 3.134], [-0.936, 5.968, -2.447], [4.560, -2.327, 3.332], [-0.337, 6.173, -1.561]], "mulliken_charge": [0.392, -0.011, 0.344, -0.681, -0.546, -0.648, -0.053, -0.661, 0.188, 0.568, 0.406, 0.401, 0.086, -0.634, -0.700, -0.064, 0.492, 0.595, -0.183, 0.270, -2.663, 0.776, -0.234, 1.392, 1.106, 0.204, 0.699, 0.394, -0.438, -1.183, 0.284, 0.323, 0.427, 0.313, 0.436, 0.497, -0.837, -0.071, -0.984, -0.443, 0.615, -0.330, 1.445, 0.370, -0.714, 0.472, 0.138, -0.410, -0.265, -0.258, 0.443, -0.020, 0.277, 0.445, -1.065, -0.043, -0.651, -0.378, 0.254, 0.486, -0.962, 0.452, 0.542, 0.311, -0.906, -0.488, 0.235, 0.450], "smiles": "O=C(NO)c1ccc(CNC(=O)c2cccnc2C(F)(F)F)cc1.CNC(=O)[C@H](Cc1ccccc1)NC(C)=O", "orbital_gap_ev": 9.4952, "spin_multiplicity": 1, "lumo_energy_ev": 0.2}

=====

2.
{"formula": "C3H7INO", "method": "ωB97M-V/def2-TZVPD", "symbols": ["C", "H", "C", "H", "C", "N", "I", "H", "O", "H", "H", "H", "H"], "coordinates": [[1.523, 0.229, 0.701], [2.266, 1.108, 0.747], [-0.365, -0.934, -0.457], [2.306, -0.478, 0.856], [-2.027, 0.391, -0.066], [0.647, 0.202, -0.496], [-3.916, -0.346, 0.064], [1.105, 0.166, 1.636], [-1.618, 1.484, -0.091], [1.132, 0.154, -1.389], [-0.726, -1.281, -1.420], [0.048, 1.086, -0.501], [-0.374, -1.780, 0.417]], "mulliken_charge": [-1.033, 0.359, -0.805, 0.420, 0.290, -0.081, 0.322, 0.432, -0.434, 0.382, 0.432, 0.403, 0.313], "orbital_gap_ev": 9.3088, "spin_multiplicity": 1, "charge": 1, "relative_energy_kcal_mol": 58.80, "lumo_energy_ev": -4.3}

=====

3.
{"formula": "C4H15N2O", "method": "ωB97M-V/def2-TZVPD", "symbols": ["H", "H", "H", "N", "H", "H", "N", "H", "C", "H", "H", "H", "C", "H", "H", "C", "H", "H", "C", "O", "H", "H"], "coordinates": [[-2.438, -0.272, 0.695], [1.331, -1.521, -1.662], [1.602, -0.057, 1.885], [1.083, 0.001, -0.170], [1.057, -1.567, 1.239], [2.630, -0.354, -1.587], [-1.472, -0.529, 0.464], [2.727, 1.347, 0.197], [-0.565, -0.226, 1.602], [-1.291, 0.066, -0.357], [-3.679, 1.480, -1.532], [2.527, -1.576, -0.378], [1.915, -0.894, -0.982], [1.121, 1.946, 0.583], [-1.493, -1.471, 0.053], [0.877, -0.497, 1.191], [-0.920, -0.794, 2.464], [1.557, 1.776, -1.107], [1.679, 1.336, -0.123], [-3.466, 0.569, -1.787], [-4.097, 0.408, -2.505], [-0.686, 0.827, 1.820]], "mulliken_charge": [0.376, 0.277, 0.374, 0.150, 0.520, 0.351, -0.287, 0.410, -0.672, 0.367, 0.328, 0.365, -1.028, 0.385, 0.318, -0.775, 0.387, 0.380, -1.253, -0.640, 0.325, 0.342], "orbital_gap_ev": 9.6438, "spin_multiplicity": 1, "charge": 1, "relative_energy_kcal_mol": 30.40, "lumo_energy_ev": -3.2}

=====

4.
{"formula": "C4H10N2P2", "method": "ωB97M-V/def2-TZVPD", "symbols": ["H", "N", "H", "H", "N", "H", "P", "H", "H", "C", "H", "C", "P", "H", "C", "H", "H", "C"], "coordinates": [[-0.038, -1.636, -2.508], [-2.288, 1.563, 1.803], [-2.004, -1.652, 0.647], [0.848, -2.823, -0.940], [-0.309, -0.624, -0.444], [0.448, 2.703, -0.007], [-2.086, -0.764, -0.334], [0.967, -1.026, 1.703], [1.675, 1.639, -0.890], [0.597, 1.714, -0.569], [2.092, 0.124, 0.722], [-1.438, 1.070, 1.202], [0.878, -1.417, -1.468], [-0.032, 1.708, -1.497], [0.176, 0.522, 0.351], [1.187, 0.769, 2.107], [-1.926, -1.944, -1.221], [1.252, 0.076, 1.343]], "mulliken_charge": [0.038, -0.477, 0.025, 0.053, 0.178, 0.339, -0.083, 0.284, 0.340, -1.286, 0.450, 0.177, -0.116, 0.362, 0.721, 0.439, 0.020, -1.463], "orbital_gap_ev": 9.0578, "spin_multiplicity": 1, "relative_energy_kcal_mol": 26.09, "lumo_energy_ev": 0.2}

=====

5.
{"formula": "C18H18BFeIN2O2", "method": "ωB97M-V/def2-TZVPD", "symbols": ["H", "O", "C", "B", "C", "C", "C", "Fe", "C", "O", "H", "H", "C", "H", "C", "H", "H", "C", "C", "H", "H", "H", "H", "H", "H", "I", "C", "C", "C", "H", "H", "H", "C", "C", "H", "N", "C", "N", "H", "H", "C", "C", "C"], "coordinates": [[-3.104, -2.261, 3.426], [-1.566, -0.910, 1.479], [-0.073, 3.597, -2.959], [-0.989, 0.214, 0.825], [-0.350, 3.013, -4.203], [-3.930, 0.990, 4.293], [-0.921, -3.441, -2.620], [0.111, 0.136, -0.994], [1.506, -0.994, 2.364], [-1.646, 1.369, 1.393], [-4.469, 1.551, 5.051], [2.512, -1.416, 2.607], [-1.031, -2.926, -3.923], [0.565, -1.328, 2.838], [-2.566, 0.945, 2.315], [0.129, 4.650, -2.826], [-0.501, -2.825, -0.559], [-0.629, 0.819, -3.188], [1.522, 0.486, 2.551], [0.900, 0.883, 3.378], [2.538, 0.930, 2.571], [0.233, 3.079, -0.880], [-1.039, -4.506, -2.378], [1.469, -1.173, 1.287], [1.005, 0.810, 1.678], [2.475, -0.034, -1.341], [-3.868, -0.410, 4.370], [-3.298, 1.676, 3.248], [-0.568, 1.629, -4.316], [-1.251, -3.629, -4.725], [-3.320, 2.757, 3.138], [-0.403, 3.667, -5.064], [-0.900, -1.544, -4.174], [-0.694, -2.536, -1.595], [-0.721, 1.217, -5.327], [-0.690, -1.201, -1.849], [-3.170, -1.161, 3.397], [-0.429, 1.477, -1.982], [-4.364, -0.931, 5.194], [-0.944, -1.202, -5.212], [-0.080, 2.765, -1.863], [-0.770, -0.641, -3.116], [-2.503, -0.458, 2.385]], "lowdin_spin": [0.000, 0.021, -0.007, 0.125, -0.015, 0.001, -0.004, 3.508, 0.009, 0.020, 0.000, 0.000, -0.018, 0.000, 0.005, 0.000, 0.003, -0.003, 0.015, 0.000, 0.001, 0.004, 0.001, 0.007, 0.013, 0.171, 0.001, 0.001, -0.004, -0.001, 0.000, -0.001, -0.001, 0.000, 0.001, 0.071, 0.001, 0.071, 0.000, 0.001, 0.007, -0.006, 0.005], "orbital_gap_ev": [6.3710, 6.3180], "spin_multiplicity": 5, "lumo_energy_ev": [-1.0, -0.9]}

=====

6.
{"formula": "C6H8N4O", "method": "ωB97M-V/def2-TZVPD", "symbols": ["H", "C", "H", "H", "H", "H", "N", "H", "C", "N", "N", "C", "N", "H", "C", "H", "C", "C", "O"], "coordinates": [[-4.116, -1.812, 0.068], [2.703, 0.526, -0.759], [-4.158, -0.831, -1.360], [-0.339, 1.008, 1.462], [-5.280, -0.342, 0.015], [2.943, 0.768, -1.818], [1.715, 0.754, 1.148], [-1.032, 2.539, 1.041], [-3.064, 0.052, 0.256], [4.744, -0.582, -0.011], [1.559, 0.997, -0.146], [3.457, -0.075, 0.133], [0.609, 1.507, -0.747], [4.830, -1.142, -0.848], [-2.070, 0.724, 0.305], [5.023, -1.090, 0.812], [-4.179, -0.697, -0.246], [-1.087, 1.422, 0.866], [2.831, 0.102, 1.346]], "mulliken_charge": [0.269, -0.228, 0.291, 0.409, 0.261, 0.310, -0.575, 0.267, 0.304, -0.509, 1.228, 0.229, -1.102, 0.270, 0.436, 0.270, -1.106, -0.792, -0.231], "orbital_gap_ev": [6.9662, 6.9708], "spin_multiplicity": 1, "relative_energy_kcal_mol": 216.37, "lumo_energy_ev": [-0.4, -0.4]}